No. 1
This record from OMol25 describes a structure of composition C24H21F7GaO7. The level of theory is ωB97M-V/def2-TZVPD.

Values from the calculation:
Maximum force: 5.1 eV Å⁻¹
Total charge: -1
Electronic energy: -110948.563 eV
HOMO energy: -6.55 eV

Element x y z (Å)
O -5.600 -4.089 -5.199
C -5.395 -2.964 -6.142
C -4.672 -1.648 -5.485
O -3.184 -1.620 -5.684
C -2.656 -1.900 -4.340
O -1.157 -1.953 -4.288
C -0.904 -2.750 -3.061
Ga 0.989 -2.530 -2.263
F 1.499 -4.048 -1.160
F 2.262 -2.520 -3.732
C 1.289 -0.717 -1.262
F 1.100 0.463 -2.144
F 2.750 -0.717 -0.885
C 0.471 -0.622 0.174
C -0.836 -1.537 0.570
C -1.571 -1.330 2.030
C -1.049 -0.230 3.144
C 0.261 0.685 2.701
C 0.746 1.820 3.807
F 0.473 3.152 3.153
F 2.203 1.790 4.090
F -0.081 1.740 5.059
C 1.030 0.516 1.261
H -4.824 -4.195 -4.574
H -4.756 -3.353 -7.044
H -6.479 -2.711 -6.572
H -4.923 -1.611 -4.324
H -5.152 -0.664 -5.958
H -3.126 -2.947 -4.013
H -2.961 -1.086 -3.525
H -1.791 -2.528 -2.331
H -1.010 -3.895 -3.370
H -1.265 -2.358 -0.161
H -2.509 -1.987 2.266
H -1.626 -0.109 4.158
H 1.959 1.200 0.981
C 6.771 -2.216 -0.572
C 5.768 -1.673 0.125
C 5.875 -1.460 1.582
O 4.957 -0.965 2.221
C 7.133 -1.867 2.238
C 8.136 -2.410 1.541
C 8.029 -2.624 0.084
O 8.947 -3.119 -0.555
H 6.708 -2.381 -1.640
H 4.839 -1.369 -0.342
H 7.196 -1.703 3.307
H 9.065 -2.715 2.008
C -1.522 5.243 3.639
C -1.458 6.546 3.931
C -2.675 7.378 3.990
O -2.617 8.571 4.255
C -3.966 6.716 3.715
C -4.030 5.413 3.423
C -2.813 4.580 3.364
O -2.871 3.387 3.099
H -0.639 4.618 3.591
H -0.519 7.046 4.135
H -4.849 7.341 3.763
H -4.969 4.913 3.219

No. 2
This record from OMol25 describes a structure of composition C24H21IrN4O2S. The level of theory is ωB97M-V/def2-TZVPD.

Values from the calculation:
Maximum force: 0.7 eV Å⁻¹
Total charge: 0
Relative energy (zero: lowest compared OMol25 entry of this formula, charge and spin): 0.0 kcal/mol
Electronic energy: -48961.076 eV
HOMO energy: -7.88 eV

Element x y z (Å)
Ir 0.452 0.662 -0.279
C -1.681 1.061 1.882
N -0.251 1.008 1.566
C 0.624 0.877 2.519
C 1.959 0.573 2.158
C 3.170 0.376 2.829
C 4.105 0.055 1.844
C 3.428 0.061 0.614
N 2.145 0.371 0.809
C -2.310 -0.305 1.726
C -2.092 -1.286 2.688
C -2.600 -2.564 2.519
C -3.336 -2.872 1.382
C -3.570 -1.894 0.427
C -3.060 -0.615 0.601
H -2.159 1.770 1.210
H -1.788 1.418 2.910
H 0.309 0.969 3.555
H 3.337 0.460 3.891
H 5.150 -0.164 1.986
H 3.809 -0.150 -0.374
H -1.511 -1.053 3.574
H -2.422 -3.319 3.274
H -3.732 -3.870 1.245
H -4.147 -2.127 -0.459
H -3.239 0.148 -0.146
O 0.115 -1.369 -0.244
C 0.553 -1.560 -1.426
O 1.004 -0.553 -2.047
C 0.494 -2.907 -2.034
C 0.943 -3.099 -3.335
C 0.875 -4.360 -3.904
C 0.361 -5.423 -3.173
C -0.089 -5.228 -1.873
C -0.025 -3.968 -1.300
H 1.338 -2.255 -3.884
H 1.222 -4.516 -4.917
H 0.308 -6.408 -3.618
H -0.490 -6.059 -1.308
H -0.378 -3.790 -0.293
C -0.331 6.645 -1.302
C 0.034 5.225 -0.992
C 1.164 4.924 -0.225
C 1.440 3.597 0.009
N 0.651 2.658 -0.497
C -0.469 3.017 -1.186
S -1.356 1.595 -1.581
N -0.774 4.279 -1.459
H 0.543 7.212 -1.622
H -0.729 7.128 -0.407
H -1.091 6.670 -2.078
H 1.802 5.704 0.165
H 2.294 3.256 0.582

No. 3
This record from OMol25 describes a structure of composition C24H21N6O5Rh. The level of theory is ωB97M-V/def2-TZVPD.

Values from the calculation:
Maximum force: 0.7 eV Å⁻¹
Total charge: -1
Spin multiplicity: 6
Relative energy (zero: lowest compared OMol25 entry of this formula, charge and spin): 1.9 kcal/mol
Electronic energy: -47412.879 eV
HOMO energy (alpha / beta): -1.93 / -4.56 eV

Element x y z (Å)
Rh -0.550 0.606 -0.194
O 0.951 -0.340 -4.527
C 1.709 -1.396 -4.194
C 2.169 -2.210 -5.229
C 2.936 -3.327 -4.956
C 3.258 -3.654 -3.641
C 2.805 -2.851 -2.609
C 2.038 -1.708 -2.854
C 1.546 -0.869 -1.743
O 0.888 0.203 -1.988
N 1.863 -1.253 -0.487
N 1.181 -0.609 0.411
C 1.673 -0.765 1.737
C 0.978 -0.428 2.874
C 1.667 -0.487 4.138
C 1.054 -0.197 5.325
C -0.304 0.177 5.338
C -1.017 0.250 4.151
C -0.444 -0.032 2.895
O -1.174 0.027 1.831
H 0.652 0.065 -3.665
H 1.901 -1.949 -6.246
H 3.281 -3.951 -5.772
H 3.854 -4.533 -3.426
H 3.040 -3.083 -1.579
H 2.686 -1.142 1.830
H 2.715 -0.769 4.121
H 1.612 -0.249 6.254
H -0.794 0.404 6.278
H -2.066 0.530 4.154
O -3.409 3.736 -0.608
C -2.674 2.820 -0.857
N -1.959 1.905 -1.133
C 2.449 5.284 1.618
N 1.383 4.309 1.508
C 0.175 4.335 2.174
C -0.479 3.198 1.807
N 0.306 2.481 0.936
C 1.406 3.169 0.778
H 2.029 6.288 1.634
H 3.106 5.196 0.755
H 3.035 5.128 2.524
H -0.098 5.144 2.831
H -1.450 2.838 2.108
H 2.241 2.882 0.155
O -1.329 -1.402 -1.168
N -2.566 -1.738 -1.186
C -2.914 -3.008 -0.893
C -4.235 -3.401 -0.921
C -5.225 -2.489 -1.241
C -4.847 -1.191 -1.522
C -3.515 -0.826 -1.494
H -2.080 -3.645 -0.642
H -4.478 -4.428 -0.687
H -6.267 -2.782 -1.260
H -5.580 -0.435 -1.767
H -3.132 0.172 -1.676

No. 4
This record from OMol25 describes a structure of composition C24H22As2AuOS5. The level of theory is ωB97M-V/def2-TZVPD.

Values from the calculation:
Maximum force: 4.2 eV Å⁻¹
Total charge: +1
Spin multiplicity: 3
Relative energy (zero: lowest compared OMol25 entry of this formula, charge and spin): 0.0 kcal/mol
Electronic energy: -206830.521 eV
HOMO energy (alpha / beta): -10.06 / -10.88 eV

Element x y z (Å)
Au 0.240 1.770 -0.666
S 4.147 7.814 -1.645
C 3.227 6.531 -1.516
S 1.521 6.617 -1.179
C 1.282 4.904 -1.115
C 2.423 4.113 -1.290
S 2.550 2.382 -1.113
S 3.867 4.903 -1.630
S -0.276 4.172 -0.915
C -3.078 2.192 -2.938
As -3.302 1.505 -1.131
C -4.613 0.133 -1.252
C -3.910 2.637 0.306
O -1.824 0.890 -0.665
H -2.599 3.219 -2.828
H -3.961 2.164 -3.517
H -2.221 1.663 -3.369
H -4.196 -0.693 -1.835
H -5.379 0.556 -1.875
H -4.984 -0.181 -0.299
H -4.786 3.265 0.031
H -3.175 3.375 0.689
H -4.199 1.986 1.067
C -3.087 -3.318 1.152
C -2.574 -3.187 -0.083
C -1.423 -2.446 -0.280
C -0.930 -1.647 0.695
C -1.501 -1.707 1.949
C -2.565 -2.565 2.226
As 0.562 -0.530 0.368
C 1.775 -1.645 -0.621
C 1.720 -1.995 -1.951
C 2.672 -2.849 -2.504
C 3.608 -3.419 -1.652
C 3.668 -3.077 -0.283
C 2.802 -2.124 0.237
C 2.815 -1.537 1.583
C 3.770 -1.804 2.555
C 3.649 -1.212 3.803
C 2.616 -0.330 4.112
C 1.615 -0.120 3.124
C 1.718 -0.672 1.924
H -3.980 -3.947 1.267
H -2.810 -3.679 -1.028
H -1.081 -2.511 -1.374
H -1.194 -0.945 2.658
H -3.004 -2.621 3.237
H 0.844 -1.691 -2.601
H 2.710 -3.142 -3.594
H 4.277 -4.185 -1.983
H 4.358 -3.613 0.393
H 4.567 -2.500 2.335
H 4.341 -1.586 4.521
H 2.465 0.066 5.065
H 0.843 0.620 3.432

No. 5
This record from OMol25 describes a structure of composition C24H22BInN7O2S2. The level of theory is ωB97M-V/def2-TZVPD.

Values from the calculation:
Maximum force: 0.9 eV Å⁻¹
Total charge: +1
Relative energy (zero: lowest compared OMol25 entry of this formula, charge and spin): 0.0 kcal/mol
Electronic energy: -67289.900 eV
HOMO energy: -10.24 eV

Element x y z (Å)
In 0.204 -0.448 -0.426
O 3.431 0.231 5.803
C 2.263 -0.161 5.699
O 1.415 -0.568 6.501
C 1.798 -0.280 4.218
C 0.537 -0.772 3.914
C 0.152 -0.848 2.591
N 0.976 -0.453 1.613
C 2.213 -0.020 1.883
C 2.650 0.090 3.186
C 3.047 0.298 0.697
C 4.354 0.755 0.811
C 5.078 1.018 -0.338
C 4.484 0.819 -1.577
C 3.182 0.365 -1.614
N 2.478 0.112 -0.504
C -1.152 -1.400 2.132
C -2.168 -1.734 3.016
C -3.355 -2.245 2.522
C -3.512 -2.400 1.150
C -2.471 -2.032 0.328
N -1.315 -1.558 0.807
H -0.075 -1.074 4.754
H 3.633 0.436 3.479
H 4.798 0.899 1.784
H 6.098 1.372 -0.266
H 5.016 1.007 -2.498
H 2.679 0.196 -2.556
H -2.033 -1.587 4.077
H -4.155 -2.508 3.200
H -4.426 -2.788 0.725
H -2.557 -2.102 -0.751
C -1.465 -3.306 -3.309
N -2.145 -2.019 -3.271
C -3.491 -1.816 -3.449
C -3.692 -0.479 -3.377
N -2.481 0.138 -3.172
B -2.465 1.732 -3.222
N -1.098 2.357 -2.839
C -0.324 3.077 -3.721
C 0.716 3.604 -3.036
N 0.575 3.197 -1.727
C 1.452 3.572 -0.626
C -0.530 2.430 -1.634
S -1.094 1.677 -0.176
C -1.553 -0.812 -3.101
S 0.170 -0.655 -2.865
H -2.215 -4.082 -3.427
H -0.911 -3.473 -2.387
H -0.772 -3.341 -4.147
H -4.173 -2.629 -3.623
H -4.596 0.097 -3.474
H -3.325 2.095 -2.470
H -2.671 2.029 -4.368
H -0.602 3.174 -4.754
H 1.518 4.249 -3.348
H 2.088 4.386 -0.961
H 2.071 2.730 -0.324
H 0.858 3.900 0.222

No. 6
This record from OMol25 describes a structure of composition C24H22BN4PPt. The level of theory is ωB97M-V/def2-TZVPD.

Values from the calculation:
Maximum force: 2.4 eV Å⁻¹
Total charge: 0
Relative energy (zero: lowest compared OMol25 entry of this formula, charge and spin): 60.7 kcal/mol
Electronic energy: -44416.352 eV
HOMO energy: -7.76 eV

Element x y z (Å)
Pt -1.364 -0.021 0.731
C 5.749 0.926 0.932
C 4.828 1.633 1.691
C 3.478 1.392 1.532
C 3.041 0.459 0.597
C 3.966 -0.301 -0.109
C 5.318 -0.051 0.048
P 1.234 0.192 0.449
C 1.091 -0.316 -1.304
C 0.316 -1.444 -1.569
C 0.099 -1.849 -2.876
C 0.666 -1.134 -3.917
C 1.466 -0.030 -3.658
C 1.677 0.384 -2.355
C 0.621 1.907 0.357
C 1.250 3.060 -0.086
C 0.545 4.251 -0.047
C -0.766 4.278 0.407
C -1.408 3.117 0.815
C -0.726 1.906 0.768
H 6.805 1.128 1.040
H 5.160 2.373 2.404
H 2.745 1.939 2.109
H 3.622 -1.063 -0.796
H 6.035 -0.617 -0.530
H -0.079 -2.029 -0.744
H -0.508 -2.722 -3.075
H 0.490 -1.439 -4.937
H 1.916 0.512 -4.477
H 2.291 1.252 -2.164
H 2.267 3.033 -0.455
H 1.023 5.166 -0.370
H -1.302 5.218 0.433
H -2.435 3.159 1.156
B -3.783 -2.643 0.712
N -4.215 -1.165 0.658
C -5.461 -0.741 0.887
C -5.553 0.592 0.520
C -4.283 0.910 0.059
N -3.493 -0.168 0.140
N -2.288 -2.803 1.133
C -1.671 -3.986 1.101
C -0.394 -3.843 1.624
C -0.310 -2.502 1.963
N -1.466 -1.893 1.662
H -4.463 -3.184 1.528
H -3.885 -3.115 -0.382
H -6.213 -1.394 1.283
H -6.408 1.234 0.600
H -3.928 1.843 -0.339
H -2.169 -4.857 0.724
H 0.364 -4.595 1.713
H 0.505 -1.962 2.416

No. 7
This record from OMol25 describes a structure of composition C24H22BiBr2N11O2S. The level of theory is ωB97M-V/def2-TZVPD.

Values from the calculation:
Maximum force: 3.8 eV Å⁻¹
Total charge: +2
Relative energy (zero: lowest compared OMol25 entry of this formula, charge and spin): 11.3 kcal/mol
Electronic energy: -202473.194 eV
HOMO energy (alpha / beta): -13.03 / -13.03 eV

Element x y z (Å)
Bi -1.202 -0.402 0.025
N -3.705 3.591 0.244
C -2.780 2.601 0.043
S -3.105 1.197 -0.988
N -1.564 2.920 0.534
N -0.673 1.866 0.453
C 0.608 2.165 0.725
C 1.124 3.478 0.395
C 0.636 4.250 -0.670
C 1.062 5.563 -0.837
C 1.959 6.080 0.045
C 2.581 5.265 0.967
C 2.112 4.014 1.182
C 1.471 1.060 1.050
C 2.828 1.023 0.687
C 3.649 -0.001 1.151
C 3.064 -0.960 2.054
C 1.649 -1.011 2.067
N 0.875 -0.035 1.599
H -4.629 3.408 -0.082
H -3.511 4.313 0.905
H -0.069 3.864 -1.455
H 0.657 6.187 -1.620
H 2.207 7.160 -0.052
H 3.288 5.727 1.639
H 2.528 3.403 1.982
H 3.158 1.900 0.087
H 4.678 -0.026 0.814
H 3.656 -1.731 2.575
H 1.178 -1.827 2.563
N -2.236 0.262 2.611
N -2.900 -0.810 3.177
C -3.078 -1.902 2.500
N -3.792 -2.906 3.002
N -2.683 -1.836 1.200
N -2.890 -2.817 0.301
O -3.454 -3.895 0.565
O -2.454 -2.456 -0.808
H -1.418 0.492 3.154
H -2.855 1.103 2.628
H -3.478 -0.645 4.000
H -3.958 -2.849 3.973
H -3.828 -3.775 2.452
Br 0.182 -1.863 -6.743
C 0.276 -1.320 -4.915
C 0.088 -0.006 -4.517
C 0.148 0.298 -3.168
N 0.369 -0.648 -2.184
C 0.381 -1.917 -2.542
C 0.327 -2.263 -3.908
C 0.788 -2.984 -1.548
C 1.467 -4.091 -2.027
C 1.805 -5.113 -1.108
Br 2.743 -6.582 -1.872
C 1.462 -4.956 0.215
C 0.696 -3.833 0.590
N 0.382 -2.864 -0.273
H -0.261 0.650 -5.287
H 0.120 1.344 -2.820
H 0.457 -3.325 -4.174
H 1.880 -4.151 -3.018
H 1.781 -5.691 0.963
H 0.202 -3.690 1.500

No. 8
This record from OMol25 describes a structure of composition C24H22BrIN3OTi. The level of theory is ωB97M-V/def2-TZVPD.

Values from the calculation:
Maximum force: 3.5 eV Å⁻¹
Total charge: +1
Spin multiplicity: 3
Relative energy (zero: lowest compared OMol25 entry of this formula, charge and spin): 53.9 kcal/mol
Electronic energy: -133015.131 eV
HOMO energy (alpha / beta): -9.58 / -10.96 eV

Element x y z (Å)
Ti 0.160 0.484 0.128
C -0.321 3.212 1.506
N -0.618 2.220 0.492
C -1.438 2.560 -0.477
C -1.608 1.687 -1.557
C -2.380 1.755 -2.733
C -2.116 0.594 -3.437
C -1.204 -0.142 -2.678
N -0.878 0.503 -1.548
C 0.866 4.062 1.080
C 0.893 5.415 1.395
C 1.951 6.215 0.999
C 2.997 5.668 0.275
C 2.978 4.323 -0.050
C 1.918 3.522 0.345
H -0.119 2.703 2.464
H -1.193 3.865 1.662
H -1.978 3.508 -0.452
H -3.029 2.561 -3.018
H -2.528 0.306 -4.384
H -0.802 -1.112 -2.937
H 0.078 5.850 1.956
H 1.952 7.266 1.247
H 3.826 6.287 -0.027
H 3.792 3.896 -0.616
H 1.916 2.458 0.060
O 0.778 -1.359 -0.666
C 1.089 -2.298 0.361
C 1.618 -1.527 1.543
C 2.312 -2.167 2.546
C 2.831 -1.425 3.602
C 2.645 -0.046 3.570
C 1.910 0.522 2.554
N 1.369 -0.191 1.534
H 0.222 -1.804 -1.327
H 1.848 -3.012 0.003
H 0.189 -2.862 0.656
H 2.449 -3.236 2.489
H 3.370 -1.903 4.402
H 3.076 0.583 4.330
H 1.758 1.598 2.534
Br -4.279 0.364 3.892
C -4.638 -1.367 3.207
C -5.762 -2.045 3.653
C -6.041 -3.309 3.165
C -5.199 -3.896 2.236
C -4.077 -3.217 1.788
C -3.801 -1.954 2.276
I -2.025 -0.832 1.479
H -6.412 -1.574 4.375
H -6.919 -3.831 3.514
H -5.415 -4.882 1.853
H -3.424 -3.670 1.058